No. 1
57
Properties=species:S:1:pos:R:3:lowdin_charge:R:1 method="wB97M-V/def2-TZVPD" fmax_ev_per_a=1.55 e_tot_ha=-4671.19046 e_homo_ev=-10.31 homo_lumo_gap_ev=7.420 charge=+1 relative_energy_kcal_mol=8.65
Co -0.199 -0.229 1.022 0.5275
C 1.798 0.844 2.832 -0.0667
N 1.122 -0.440 2.573 -0.0865
C 1.993 -1.624 2.467 -0.0633
C 1.362 -2.523 1.451 -0.2806
N 0.224 -2.190 0.904 0.1056
C -0.038 -3.133 -0.082 -0.1759
C -1.096 -3.223 -0.979 -0.0158
C -1.065 -4.276 -1.870 -0.0672
C -0.018 -5.212 -1.867 -0.0680
C 1.032 -5.132 -0.973 -0.0079
C 0.995 -4.070 -0.079 -0.1666
N 1.875 -3.649 0.918 0.1973
C 0.856 1.909 2.370 -0.2630
N -0.180 1.593 1.636 0.1034
C -0.940 2.749 1.480 -0.1615
C -2.201 2.961 0.927 0.0123
C -2.702 4.243 0.977 -0.0502
C -1.987 5.295 1.572 -0.0642
C -0.759 5.087 2.164 -0.0061
C -0.262 3.790 2.114 -0.1624
N 0.875 3.217 2.680 0.1948
H 2.728 0.876 2.260 0.1330
H 2.044 0.978 3.889 0.1425
H 0.385 -0.610 3.259 0.1300
H 2.108 -2.122 3.432 0.1426
H 2.986 -1.324 2.127 0.1345
H -1.894 -2.494 -0.970 0.0876
H -1.870 -4.392 -2.582 0.1105
H -0.036 -6.021 -2.584 0.1097
H 1.831 -5.860 -0.971 0.1151
H 2.726 -4.106 1.199 0.1755
H -2.778 2.147 0.509 0.1093
H -3.680 4.442 0.560 0.1141
H -2.422 6.284 1.590 0.1110
H -0.219 5.888 2.650 0.1161
H 1.579 3.690 3.221 0.1764
Cl -4.027 0.105 -1.607 0.6525
C -2.496 0.506 -2.371 -1.4951
Cl -2.701 1.881 -3.451 0.6311
Cl -1.895 -0.895 -3.308 0.6328
C -1.394 0.801 -1.300 -0.7878
O -1.447 -0.040 -0.349 -0.1335
O -0.622 1.727 -1.466 -0.0073
S -4.233 -1.333 2.468 0.6255
C -2.706 -0.918 2.308 -0.9167
N -1.569 -0.598 2.223 -0.0187
N 1.571 1.710 -3.443 0.2170
C 2.037 0.462 -3.529 -0.4709
N 2.522 0.026 -4.698 0.1908
N 2.111 -0.398 -2.516 0.1467
C 1.693 -0.151 -1.328 -0.2459
N 1.342 -0.069 -0.220 0.1785
H 1.434 2.246 -4.284 0.1245
H 0.976 1.963 -2.651 0.0913
H 2.402 0.546 -5.548 0.1199
H 2.826 -0.930 -4.752 0.1223

***

No. 2
144
Properties=species:S:1:pos:R:3:lowdin_charge:R:1 method="wB97M-V/def2-TZVPD" fmax_ev_per_a=1.81 e_tot_ha=-2825.44003 e_homo_ev=-8.23 homo_lumo_gap_ev=8.453 charge=0 relative_energy_kcal_mol=0.00
C -3.839 6.794 7.349 -0.1269
O -3.543 5.817 6.383 -0.1777
C -2.836 4.738 6.938 -0.2366
C -2.341 3.786 5.828 -0.2035
N -0.884 3.861 5.661 -0.0484
C -0.387 2.784 4.757 -0.1979
C 0.028 1.506 5.433 -0.2328
O -1.107 0.706 5.715 -0.1834
C -0.750 -0.543 6.234 -0.1210
H -4.271 7.664 6.858 0.0856
H -2.972 7.109 7.939 0.0856
H -4.598 6.438 8.065 0.0874
H -3.523 4.144 7.561 0.1192
H -2.003 5.039 7.586 0.1181
H -2.935 3.994 4.938 0.1221
H -2.656 2.794 6.182 0.1057
H -0.537 3.639 6.590 0.0941
H 0.529 3.226 4.349 0.1124
H -1.115 2.632 3.964 0.1092
H 0.578 1.699 6.367 0.1267
H 0.719 0.961 4.770 0.1149
H -0.083 -0.443 7.098 0.0916
H -0.257 -1.205 5.511 0.0585
H -1.663 -1.079 6.493 0.0942
C -3.504 -1.317 -3.008 -0.0931
O -2.477 -1.138 -2.053 -0.2069
C -2.352 0.222 -1.688 -0.2071
C -1.193 0.336 -0.721 -0.1859
N -1.013 1.713 -0.313 -0.0400
C -0.431 1.845 1.004 -0.2112
C 1.035 1.472 1.092 -0.2235
O 1.794 2.343 0.291 -0.2028
C 3.122 2.433 0.763 -0.0869
H -3.541 -2.373 -3.252 0.0722
H -3.205 -0.741 -3.899 0.0969
H -4.485 -0.891 -2.767 0.0924
H -3.292 0.555 -1.237 0.1123
H -2.097 0.841 -2.555 0.1126
H -0.301 -0.086 -1.204 0.1157
H -1.347 -0.277 0.184 0.1133
H -1.870 2.258 -0.315 0.0735
H -0.992 1.259 1.760 0.1120
H -0.523 2.875 1.361 0.1249
H 1.245 0.410 0.912 0.1072
H 1.279 1.675 2.151 0.1157
H 3.186 3.119 1.618 0.1036
H 3.778 2.709 -0.058 0.0759
H 3.459 1.481 1.185 0.0587
C 3.864 1.678 -3.019 -0.1021
O 2.638 2.290 -2.743 -0.1768
C 1.577 1.703 -3.460 -0.2139
C 0.339 2.595 -3.441 -0.1799
N 0.306 3.518 -4.575 -0.0465
C -0.101 2.842 -5.809 -0.2084
C 0.688 3.276 -7.061 -0.2086
O 1.894 3.918 -6.694 -0.2101
C 2.922 3.797 -7.654 -0.1009
H 4.122 1.740 -4.084 0.0912
H 3.841 0.604 -2.778 0.0755
H 4.633 2.138 -2.403 0.0802
H 1.358 0.692 -3.062 0.1079
H 1.870 1.467 -4.497 0.1201
H 0.410 3.166 -2.519 0.0822
H -0.597 2.046 -3.465 0.0933
H 1.220 3.900 -4.788 0.0931
H -1.163 3.005 -6.040 0.1079
H -0.008 1.753 -5.701 0.1033
H 0.139 3.894 -7.777 0.1200
H 0.921 2.339 -7.584 0.1150
H 3.661 3.053 -7.339 0.0867
H 3.458 4.747 -7.727 0.0872
H 2.537 3.555 -8.646 0.0843
C 2.738 -1.949 -2.021 -0.0747
O 3.526 -2.367 -0.913 -0.1816
C 3.077 -1.830 0.311 -0.2307
C 3.688 -2.594 1.441 -0.1863
N 5.082 -2.221 1.720 -0.0781
C 6.073 -2.602 0.704 -0.1964
C 6.178 -4.073 0.349 -0.2483
O 7.020 -4.205 -0.757 -0.1725
C 7.329 -5.557 -1.040 -0.1050
H 2.505 -0.882 -1.996 0.0582
H 1.789 -2.503 -1.986 0.0674
H 3.251 -2.281 -2.919 0.0978
H 1.978 -1.816 0.386 0.1041
H 3.337 -0.756 0.332 0.1181
H 3.582 -3.668 1.259 0.1168
H 3.150 -2.394 2.372 0.1174
H 5.376 -2.620 2.604 0.1178
H 7.048 -2.229 1.038 0.1278
H 5.922 -1.980 -0.183 0.1223
H 5.189 -4.523 0.215 0.1160
H 6.647 -4.553 1.229 0.1266
H 7.729 -6.080 -0.163 0.0857
H 8.122 -5.553 -1.786 0.0871
H 6.445 -6.066 -1.432 0.0901
C -0.338 -1.834 2.685 -0.1127
O -1.552 -2.099 2.055 -0.1840
C -1.805 -3.478 1.929 -0.2248
C -3.239 -3.695 1.537 -0.2088
N -3.486 -3.341 0.143 -0.0379
C -4.872 -3.148 -0.168 -0.2221
C -5.571 -4.460 -0.442 -0.2140
O -6.841 -4.108 -0.983 -0.2084
C -7.820 -5.109 -0.981 -0.1234
H -0.216 -0.747 2.678 0.0732
H 0.536 -2.222 2.144 0.0800
H -0.290 -2.154 3.729 0.0724
H -1.602 -4.012 2.862 0.1263
H -1.162 -3.828 1.109 0.1240
H -3.906 -3.154 2.231 0.1270
H -3.481 -4.748 1.724 0.1193
H -2.952 -2.491 -0.018 0.0884
H -5.046 -2.477 -1.014 0.1055
H -5.485 -2.602 0.572 0.1282
H -5.776 -5.030 0.479 0.1169
H -5.064 -5.156 -1.121 0.1257
H -7.725 -5.763 -0.092 0.0844
H -7.635 -5.858 -1.769 0.0858
H -8.798 -4.645 -1.003 0.0867
O 6.830 2.642 0.134 -0.0747
H 6.385 1.862 0.504 -0.0195
H 6.155 3.109 -0.365 0.0072
O -5.809 1.767 -0.351 -0.0619
H -5.111 1.949 -0.988 -0.0115
H -5.349 1.367 0.393 0.0303
O -3.322 3.373 -1.208 -0.0395
H -3.349 3.605 -2.143 0.0663
H -3.201 4.215 -0.756 0.0680
O -4.405 -4.410 -4.801 -0.0439
H -4.805 -5.180 -5.215 0.0555
H -5.140 -3.926 -4.412 0.0457
O -0.279 -3.191 -1.539 -0.0513
H -1.064 -3.716 -1.713 0.0083
H -0.612 -2.287 -1.545 0.0086
O 0.934 4.651 -0.884 -0.0608
H 0.294 3.957 -0.693 -0.0031
H 1.764 4.172 -0.961 0.0158
O -1.582 -4.666 -3.993 -0.0532
H -1.728 -4.956 -3.089 0.0184
H -2.453 -4.365 -4.284 -0.0130
O 5.688 0.588 1.681 -0.0702
H 5.456 -0.362 1.599 0.0068
H 5.687 0.769 2.624 0.0571

***

No. 3
113
Properties=species:S:1:pos:R:3:lowdin_charge:R:1 method="wB97M-V/def2-TZVPD" fmax_ev_per_a=5.13 e_tot_ha=-2609.72521 e_homo_ev=-7.52 homo_lumo_gap_ev=7.822 charge=0
C -4.668 1.470 1.884 -0.1207
O -4.826 2.881 1.542 -0.1769
C -3.926 3.356 0.495 -0.3864
C -3.797 5.006 0.762 -0.1029
C -3.086 5.810 -0.475 -0.2768
N -2.173 6.874 0.094 -0.0642
C -4.479 3.230 -1.042 -0.0837
C -5.179 1.809 -1.438 -0.1960
O -4.253 0.714 -1.765 -0.1859
C -4.895 -0.128 -2.789 -0.0925
C -4.461 -1.728 -2.708 -0.1838
F -3.051 -1.947 -2.309 0.0274
F -4.773 -2.315 -4.065 -0.0207
F -5.455 -2.382 -1.780 -0.0029
C -2.391 2.793 0.537 -0.1073
O -1.556 3.393 1.632 -0.2006
C -1.596 2.558 2.839 -0.2136
C -0.049 2.485 3.471 -0.1297
C 0.683 1.248 2.615 -0.1083
C 0.286 -0.278 3.126 -0.0341
C 0.930 -1.537 2.295 -0.0806
C 1.921 -1.184 1.026 -0.0799
C 2.338 0.337 0.539 -0.0229
C 1.691 1.605 1.371 -0.1441
C 2.114 3.120 0.871 -0.1141
H -4.066 1.268 2.891 0.1009
H -5.764 1.050 2.105 0.1099
H -4.268 0.785 0.993 0.1075
H -3.368 5.255 1.830 0.1267
H -4.931 5.379 0.788 0.1291
H -2.463 5.151 -1.213 0.0981
H -3.921 6.346 -1.127 0.1210
H -1.362 7.063 -0.546 0.0682
H -1.735 6.506 0.990 0.0692
H -5.283 4.077 -1.199 0.1367
H -3.638 3.434 -1.863 0.1242
H -5.965 1.538 -0.590 0.1427
H -5.841 2.016 -2.409 0.1323
H -6.082 -0.126 -2.739 0.1580
H -4.591 0.304 -3.859 0.1575
H -2.283 1.621 0.477 0.1409
H -1.872 3.193 -0.463 0.1374
H -1.886 1.433 2.612 0.1062
H -2.347 2.928 3.668 0.1317
H 0.489 3.528 3.287 0.1057
H -0.105 2.239 4.638 0.0748
H -0.437 -0.413 4.058 0.0879
H 0.621 -2.621 2.636 0.0313
H 2.349 -2.108 0.418 0.0627
H 3.057 0.464 -0.388 0.0379
H 1.359 3.428 0.013 0.0834
H 2.029 3.935 1.721 0.0701
H 3.205 3.119 0.390 0.0873
C -1.349 0.624 -5.183 -0.0704
C -1.379 1.949 -4.540 -0.2615
N -1.403 2.995 -4.032 0.1263
H -0.323 0.266 -5.323 0.0835
H -1.876 -0.127 -4.586 0.0625
H -1.822 0.643 -6.170 0.0834
C 0.089 -5.672 4.917 -0.0704
C 1.008 -4.927 4.041 -0.2448
N 1.735 -4.339 3.348 0.1296
H 0.211 -6.755 4.805 0.0821
H 0.255 -5.435 5.973 0.0815
H -0.958 -5.440 4.695 0.0845
C -4.259 -5.239 -2.935 -0.0867
C -3.946 -5.673 -1.563 -0.2614
N -3.699 -6.016 -0.479 0.1111
H -4.380 -4.153 -2.998 0.0290
H -3.466 -5.518 -3.638 0.0651
H -5.188 -5.690 -3.300 0.0654
C -2.919 -5.652 -6.813 -0.0745
C -4.221 -5.938 -6.189 -0.2622
N -5.251 -6.164 -5.696 0.1352
H -2.264 -5.087 -6.142 0.0516
H -2.389 -6.572 -7.083 0.0851
H -3.030 -5.063 -7.729 0.0840
C 0.564 2.748 8.005 -0.0713
C -0.356 1.876 7.257 -0.2655
N -1.084 1.186 6.667 0.1311
H 0.395 2.685 9.085 0.0814
H 1.611 2.480 7.826 0.0840
H 0.447 3.799 7.720 0.0832
C 6.891 -0.556 -0.497 -0.0927
C 5.735 0.066 -1.164 -0.2427
N 4.822 0.557 -1.690 0.1177
H 7.839 -0.184 -0.900 0.0761
H 6.895 -0.353 0.579 0.0301
H 6.892 -1.644 -0.620 0.0880
C 0.307 -2.690 -2.197 -0.0685
C 1.763 -2.899 -2.269 -0.2707
N 2.913 -3.064 -2.325 0.1311
H -0.051 -2.689 -1.162 0.0800
H 0.014 -1.732 -2.640 0.0742
H -0.241 -3.474 -2.728 0.0757
C 3.035 -4.225 -5.606 -0.0829
C 1.605 -4.295 -5.949 -0.2607
N 0.475 -4.350 -6.220 0.1182
H 3.301 -4.953 -4.832 0.0813
H 3.670 -4.430 -6.474 0.0802
H 3.312 -3.236 -5.228 0.0731
C 7.439 -0.754 3.861 -0.0675
C 8.204 -0.569 2.617 -0.2550
N 8.809 -0.423 1.635 0.1339
H 7.734 -0.031 4.629 0.0679
H 6.363 -0.629 3.697 0.0902
H 7.587 -1.753 4.283 0.0826
C 10.040 3.184 2.698 -0.0743
C 8.738 2.898 3.322 -0.2646
N 7.709 2.672 3.815 0.1298
H 10.695 3.749 3.369 0.0806
H 10.570 2.264 2.428 0.0763
H 9.929 3.774 1.782 0.0835

***

No. 4
89
Properties=species:S:1:pos:R:3:lowdin_charge:R:1 method="wB97M-V/def2-TZVPD" fmax_ev_per_a=0.59 e_tot_ha=-4518.96776 multiplicity=2 e_homo_ev="-9.87 / -9.87" homo_lumo_gap_ev="7.262 / 7.284" charge=+1 s_squared=0.7510 relative_energy_kcal_mol=0.00
Ce 0.191 -1.132 0.201 0.1172
S 1.308 -3.566 0.828 0.5814
C 3.062 -3.421 0.764 -0.6641
C 3.805 -4.517 0.305 -0.1283
C 5.185 -4.481 0.236 -0.0711
C 5.884 -3.348 0.641 -0.0792
C 5.178 -2.266 1.128 -0.1045
C 3.784 -2.293 1.174 -0.5330
S 2.942 -0.890 1.861 0.9491
C 3.261 0.389 0.604 -0.3663
C 2.426 1.586 0.958 -0.3431
C 3.012 2.777 1.340 0.0030
C 2.196 3.847 1.663 -0.0153
C 0.826 3.689 1.582 0.0043
C 0.301 2.458 1.209 -0.3184
C -1.194 2.276 1.194 -0.3762
S -1.742 1.259 -0.205 0.9279
C -3.169 0.458 0.496 -0.5608
C -4.084 1.192 1.244 -0.1012
C -5.163 0.560 1.836 -0.0778
C -5.336 -0.806 1.654 -0.0716
C -4.443 -1.527 0.881 -0.1067
C -3.341 -0.912 0.285 -0.6871
S -2.251 -1.884 -0.726 0.5995
N 1.091 1.415 0.910 0.0370
H 3.267 -5.406 0.003 0.1054
H 5.723 -5.348 -0.125 0.1108
H 6.965 -3.322 0.601 0.1068
H 5.705 -1.391 1.491 0.1073
H 2.975 0.002 -0.380 0.0551
H 4.318 0.643 0.571 0.0958
H 4.089 2.856 1.387 0.1277
H 2.623 4.791 1.973 0.1249
H 0.157 4.506 1.814 0.1249
H -1.672 3.254 1.163 0.0889
H -1.516 1.760 2.102 0.0649
H -3.953 2.261 1.362 0.1088
H -5.871 1.131 2.421 0.1074
H -6.179 -1.312 2.107 0.1094
H -4.582 -2.590 0.731 0.1077
C -3.234 0.359 6.842 -0.1012
C -3.217 -0.727 5.776 -0.2447
C -1.920 -1.525 5.763 -0.1939
N -0.754 -0.699 5.432 0.0456
C -0.380 -0.390 4.208 -0.6880
S -1.265 -0.889 2.853 0.7983
N 0.724 0.400 4.016 0.1130
C 1.656 0.995 4.887 -0.3886
O 2.188 2.017 4.529 0.1271
C 1.994 0.299 6.155 -0.1795
C 2.206 -1.078 6.169 -0.0335
C 2.591 -1.699 7.346 -0.0554
C 2.746 -0.948 8.505 -0.0595
C 2.537 0.425 8.489 -0.0562
C 2.174 1.055 7.309 -0.0106
H -4.175 0.908 6.831 0.0745
H -2.434 1.087 6.685 0.0663
H -3.109 -0.063 7.842 0.0771
H -3.378 -0.300 4.783 0.0829
H -4.033 -1.434 5.941 0.1170
H -1.967 -2.347 5.051 0.1032
H -1.719 -1.944 6.750 0.1296
H -0.199 -0.347 6.198 0.1323
H 0.786 0.773 3.078 0.0744
H 2.083 -1.656 5.260 0.1226
H 2.775 -2.765 7.359 0.1126
H 3.039 -1.436 9.425 0.1118
H 2.666 1.004 9.393 0.1120
H 2.033 2.127 7.271 0.1247
C -0.476 0.481 -3.587 -0.2543
P 0.927 -0.010 -2.532 0.8654
C 2.374 0.545 -3.507 -0.2395
C 1.015 -1.824 -2.736 -0.4468
C -0.085 -2.602 -3.101 -0.1277
C 0.040 -3.979 -3.222 -0.0462
C 1.265 -4.591 -3.008 -0.0511
C 2.369 -3.828 -2.655 -0.0754
C 2.241 -2.458 -2.500 -0.1150
H -1.417 0.186 -3.124 0.0242
H -0.394 0.029 -4.576 0.0635
H -0.470 1.567 -3.684 0.0526
H 2.442 -0.029 -4.431 0.0616
H 3.300 0.433 -2.945 0.0350
H 2.251 1.602 -3.744 0.0494
H -1.044 -2.139 -3.294 0.0784
H -0.824 -4.571 -3.493 0.1183
H 1.360 -5.663 -3.114 0.1153
H 3.328 -4.298 -2.486 0.1089
H 3.114 -1.882 -2.207 0.1089

***

No. 5
10
Properties=species:S:1:pos:R:3:lowdin_charge:R:1 method="wB97M-V/def2-TZVPD" fmax_ev_per_a=0.83 e_tot_ha=-396.54688 e_homo_ev=-10.62 homo_lumo_gap_ev=10.022 charge=0 relative_energy_kcal_mol=48.66
H -0.634 1.690 -0.763 0.0803
N 0.059 1.055 -0.404 0.1826
C -0.310 -0.064 0.066 -0.3940
C -1.742 -0.558 0.137 -0.1603
O -2.082 -1.650 0.501 0.1115
O 0.684 -0.840 0.516 0.0574
C 1.875 -0.092 0.142 -0.2937
O 2.530 0.500 0.928 0.1397
H -2.465 0.214 -0.200 0.1284
H 2.083 -0.255 -0.922 0.1482

***

No. 6
59
Properties=species:S:1:pos:R:3:lowdin_charge:R:1 method="wB97M-V/def2-TZVPD" fmax_ev_per_a=2.40 e_tot_ha=-1392.17682 multiplicity=2 e_homo_ev="-16.35 / -16.35" homo_lumo_gap_ev="10.935 / 5.628" charge=+2 s_squared=0.7553 relative_energy_kcal_mol=0.00
N -3.226 -0.498 0.520 0.1891
C -1.906 -0.443 1.263 -0.0135
C -0.822 -0.546 0.080 -0.6167
N 0.629 -0.300 0.345 0.2542
C 1.281 -0.728 1.574 -0.0534
C 2.458 -1.733 1.216 -0.0460
N 1.998 -2.690 0.118 0.2140
O -1.245 0.216 -0.868 -0.1025
H -3.902 -0.807 1.257 0.1986
H -3.221 -1.038 -0.358 0.1069
H -3.464 0.488 0.228 0.1289
H -1.759 -1.311 1.932 0.1314
H -2.006 0.370 1.994 0.1216
H 1.027 0.462 -0.189 0.1453
H 0.502 -1.253 2.175 0.1492
H 1.695 0.212 1.991 0.1593
H 3.293 -1.079 0.877 0.0945
H 2.896 -2.188 2.095 0.1443
H 2.707 -2.609 -0.598 0.1338
H 1.764 -3.667 0.386 0.1571
H -0.091 1.978 2.964 -0.0077
H -0.857 2.567 4.236 0.0639
O -0.953 2.130 3.384 -0.0755
H -2.565 3.066 0.159 0.0424
H -2.602 1.864 -0.829 0.0308
O -3.053 2.263 -0.084 -0.0458
H -0.748 -4.905 1.392 0.0728
H 1.087 -2.330 -0.122 0.0753
O -0.041 -4.639 0.787 -0.0406
H 1.663 2.250 -1.150 -0.0022
H 1.917 3.049 -2.488 0.0818
O 1.261 2.614 -1.936 -0.0397
H 2.772 3.505 0.089 0.0890
H 1.467 4.266 0.193 0.0925
O 1.869 3.411 0.422 -0.0749
H 4.768 0.540 -0.851 0.0799
H 3.746 -0.506 -0.917 -0.0019
O 4.042 0.201 -0.299 -0.0856
H -0.545 2.654 0.429 0.0176
H -1.004 3.571 1.627 0.0545
O -0.765 3.549 0.686 -0.0365
H -3.750 -2.569 -2.063 0.0689
H -3.384 -3.543 -0.960 0.0691
O -3.867 -2.719 -1.107 -0.0367
H -0.298 -3.703 0.750 -0.0062
H -1.137 -2.197 -1.153 0.0784
O -0.787 -1.993 -0.240 -0.0461
H 0.571 1.363 -3.162 0.0452
H -0.420 0.500 -2.298 -0.0166
O 0.191 0.457 -3.063 -0.0889
H 1.768 -0.883 -2.272 0.0352
H 2.959 -1.263 -3.099 0.1131
O 2.674 -1.218 -2.163 -0.0541
H -1.090 -1.392 -3.566 0.0811
H -1.709 -1.147 -2.266 0.0285
O -1.419 -1.919 -2.812 -0.0485
H 1.563 3.001 2.124 -0.0076
H 1.042 3.816 3.391 0.0659
O 1.456 3.003 3.095 -0.0672